Entry 1:
The following is a DFT calculation (wB97M-V/def2-TZVPD) of C34H36GeMoN6OS as an isolated structure at a distorted geometry.

Computed properties:
Spin multiplicity: 1
Net charge: +2

Geometry as XYZ:
```
80
Properties=species:S:1:pos:R:3:forces:R:3
Mo 0.914759 0.744813 -0.216272 -2.07 1.24 1.06
N -1.144307 4.489299 0.865948 -0.15 0.17 -0.07
C -0.248296 3.521452 0.702688 0.31 -0.25 -0.37
S -0.085400 2.811707 -0.922458 0.22 -0.26 0.35
N 0.515679 3.118399 1.656553 -0.38 0.36 0.73
N 1.444057 2.204726 1.255147 0.28 -0.15 0.03
C 2.579003 2.271898 1.873327 -0.16 0.10 -0.20
C 3.801730 1.669230 1.421692 0.16 -0.21 -0.34
C 4.984557 1.861270 2.145775 -0.15 0.04 0.07
C 6.204289 1.490416 1.619862 0.09 -0.05 0.00
C 6.267244 0.933286 0.345587 -0.05 0.05 0.13
C 5.111036 0.718083 -0.385163 -0.21 -0.14 -0.25
C 3.879303 1.075272 0.145597 0.45 0.03 0.78
O 2.742739 0.876532 -0.536562 1.24 -0.23 -0.85
H -1.734438 4.781466 0.104176 -0.09 -0.09 0.08
H -1.236029 4.937489 1.763166 0.04 0.02 -0.01
H 2.621573 2.940958 2.728146 -0.04 0.07 -0.04
H 4.930209 2.327759 3.122093 0.02 0.02 -0.02
H 7.109831 1.649198 2.188277 -0.01 0.01 -0.01
H 7.225479 0.671401 -0.081701 0.00 -0.02 -0.01
H 5.155676 0.291170 -1.380223 0.00 0.02 0.01
C 2.406544 -4.386924 -0.392582 0.05 0.14 0.11
C 2.963813 -3.167593 -1.093180 -0.08 -0.17 -0.06
N 2.409672 -1.949563 -0.489535 0.01 -0.09 -0.11
C 2.077236 -1.864050 0.842623 -0.09 0.09 -0.08
N 1.696179 -0.671984 1.282639 -0.25 0.42 0.25
C 1.401785 -0.554234 2.713986 -0.09 -0.10 0.08
C 0.703333 -1.803120 3.226320 0.17 0.00 -0.16
C 1.606734 -2.991092 2.972426 -0.14 0.10 0.11
N 2.097113 -2.969044 1.591893 -0.03 -0.04 0.00
C 2.667133 -4.226069 1.093693 0.06 -0.13 -0.16
H 2.899866 -5.286371 -0.755814 -0.01 0.00 -0.03
H 1.336205 -4.485374 -0.583045 -0.01 0.00 0.02
H 2.707865 -3.165584 -2.152248 0.00 0.01 0.01
H 4.054175 -3.162843 -1.006557 0.00 0.04 -0.02
H 2.850838 -1.114283 -0.838902 0.07 0.13 0.11
H 0.778409 0.322573 2.873338 0.03 0.02 -0.02
H 2.336159 -0.404269 3.264867 -0.01 0.06 0.01
H -0.231476 -1.953167 2.681839 -0.05 0.02 0.08
H 0.474780 -1.717256 4.286907 0.01 -0.02 0.01
H 1.052188 -3.918242 3.116167 0.08 -0.05 -0.03
H 2.457921 -2.998022 3.657819 0.00 0.01 0.00
H 2.204354 -5.037553 1.651319 -0.01 0.03 0.05
H 3.741454 -4.253812 1.297765 -0.02 0.01 0.04
C -0.748984 0.127140 0.592972 0.78 0.13 -0.21
Ge -2.341426 0.429780 -0.594330 -0.57 0.17 -0.57
C -1.342294 0.257228 -2.308706 -0.22 -0.03 0.38
C -1.927565 0.463401 -3.548335 0.00 0.08 0.00
C -1.170181 0.369765 -4.711203 0.00 0.02 0.08
C 0.196913 0.100027 -4.653850 0.11 0.01 -0.04
C 0.803962 -0.116037 -3.435377 0.19 0.10 0.01
C 0.038561 -0.018093 -2.265629 0.09 -0.11 0.03
C -3.683207 -0.989827 -0.455718 0.51 0.23 0.06
C -3.305066 -2.329275 -0.542302 0.00 0.03 0.04
C -4.267450 -3.325778 -0.539965 0.04 -0.08 0.00
C -5.611450 -2.988972 -0.451126 -0.06 0.04 0.00
C -5.993970 -1.658408 -0.360035 -0.02 -0.01 -0.01
C -5.032619 -0.657811 -0.362127 0.06 0.02 0.01
C -3.279214 2.156095 -0.467820 0.33 -0.42 0.14
C -3.350823 3.054536 -1.529936 0.00 0.02 0.02
C -4.091257 4.223037 -1.405309 -0.01 0.04 -0.02
C -4.769457 4.496829 -0.223057 0.02 -0.04 0.00
C -4.714192 3.596471 0.832091 -0.03 0.03 0.07
C -3.969844 2.431726 0.711675 0.07 -0.04 -0.05
H -1.048328 -0.461257 1.458903 0.27 -0.05 0.03
H -2.990642 0.664601 -3.609994 0.02 0.00 -0.06
H -1.648439 0.490060 -5.674762 0.00 0.02 0.00
H 0.774627 0.032343 -5.565456 -0.01 0.00 0.00
H 1.857203 -0.364191 -3.384330 -0.01 -0.02 -0.01
H 0.380274 -0.570587 -1.342279 -0.67 -1.29 -1.15
H -2.254251 -2.593110 -0.617492 -0.01 -0.06 -0.03
H -3.975756 -4.365363 -0.613874 0.00 0.01 0.00
H -6.364780 -3.765440 -0.458538 0.01 -0.01 0.01
H -7.041391 -1.395676 -0.293149 0.00 -0.02 0.00
H -5.331604 0.380789 -0.296975 -0.07 -0.04 -0.02
H -2.830763 2.852844 -2.458086 0.02 0.03 0.00
H -4.149299 4.917055 -2.234036 0.00 -0.01 -0.01
H -5.351342 5.404180 -0.128929 0.00 -0.01 -0.02
H -5.260055 3.798022 1.744924 0.03 0.00 0.00
H -3.936846 1.725950 1.534728 -0.04 0.05 0.04
```
Positions in Å, forces in eV/Å.

Entry 2:
The following is a DFT calculation (wB97M-V/def2-TZVPD) of one molecule with the formula C5H13NS at a distorted geometry.

Computed properties:
Spin multiplicity: 1
SMILES: CCN[C@H](C)CS
Net charge: 0

Geometry as XYZ:
```
20
Properties=species:S:1:pos:R:3:forces:R:3
C 0.840700 2.048930 -1.118184 0.61 0.48 -1.81
C -0.548813 1.518747 -1.196622 1.54 -3.92 0.42
N -0.821498 0.723427 0.123546 -0.32 -0.15 -3.86
C -0.356581 -0.647400 0.172084 1.75 -2.16 0.26
C -1.533019 -1.639815 0.084294 -3.90 0.94 3.08
C 0.637222 -1.032868 1.515192 -0.16 0.78 -4.62
S 1.865179 -2.392022 1.263270 0.12 1.17 -0.38
H 1.215345 2.222638 -0.186588 -0.16 1.53 3.37
H 1.037660 2.933185 -1.712472 -0.06 0.15 -0.31
H 1.647093 1.374938 -1.270125 0.38 -1.44 -1.58
H -1.239035 2.276971 -1.097644 -1.63 1.68 -0.62
H -0.600368 0.894368 -2.198110 -0.68 1.06 2.27
H -0.637389 1.440652 0.775661 0.67 -0.24 1.59
H 0.336358 -1.038589 -0.670726 -0.80 1.59 0.78
H -2.331233 -1.709854 -0.730278 1.80 0.72 0.39
H -2.328014 -1.435497 1.039886 2.14 -0.16 -2.20
H -1.260075 -2.635247 0.322765 0.75 -1.16 -0.14
H -0.016798 -1.346453 2.245244 -1.02 0.27 2.32
H 1.400414 -0.239938 1.524327 -1.62 0.43 1.24
H 2.692846 -1.316167 1.114489 0.56 -1.54 -0.21
```
Positions in Å, forces in eV/Å.

Entry 3:
The following is a DFT calculation (wB97M-V/def2-TZVPD) of a 2-piece molecular cluster, C2H6N2O overall at a distorted geometry.

Computed properties:
Spin multiplicity: 1
SMILES: NC=O.C=N
Net charge: 0

Geometry as XYZ:
```
11
Properties=species:S:1:pos:R:3:forces:R:3
N 0.245456 0.047780 -1.289433 -0.98 -0.72 0.69
C 1.322040 0.433679 -2.009257 -0.79 0.30 -1.15
O 1.986122 1.433632 -1.897259 0.40 -0.17 0.70
H -0.012092 0.167195 -0.305269 0.67 0.65 -0.59
H -0.299016 -0.709942 -1.668335 0.34 -0.17 -0.19
H 1.396062 -0.230095 -2.896948 0.38 0.09 0.08
C -1.232890 -0.308188 2.150307 -1.97 -0.52 -0.13
N -0.188909 -0.594491 1.489891 0.97 0.36 3.09
H -1.625881 -0.784858 3.087331 0.52 -0.89 -0.80
H -2.052526 0.344638 1.794122 0.65 1.10 0.13
H 0.461632 0.200649 1.544850 -0.17 -0.04 -1.83
```
Positions in Å, forces in eV/Å.

Record-wise energy relative to the best compared isomer or geometry (same formula, charge and spin) values, in eV: 2.383; 3.420; 3.668
Record-wise E_HOMO values, in eV: -13.6; -8.5; -9.3